The following is a quantum chemistry calculation of a single C5H8N2 molecule at a distorted geometry, from the OMol25 dataset.

The value obtained for the HOMO-LUMO gap is 8.7 eV. The value obtained for the molecular weight is 96.1 g mol⁻¹. As for the SMILES: Cc1cc(N)c[nH]1. For the HOMO energy, the calculation gives -7.71 eV. The LUMO energy is 0.99 eV. The relative energy (zero: lowest compared OMol25 entry of this formula, charge and spin) comes out at 26.1 kcal per mole.

CARTESIAN COORDINATES (ANGSTROEM)
C: 2.268 -0.292 -0.140
C: 0.852 -0.214 0.285
C: -0.182 -1.020 -0.086
C: -1.384 -0.290 0.160
N: -2.435 -0.490 -0.781
C: -1.034 0.880 0.833
N: 0.333 0.885 0.910
H: 2.954 -0.501 0.684
H: 2.327 -1.091 -0.884
H: 2.556 0.652 -0.625
H: -0.067 -1.990 -0.568
H: -2.154 0.135 -1.535
H: -3.351 -0.204 -0.487
H: -1.487 1.768 1.278
H: 0.803 1.770 0.959

natural (NBO) charges in e: number 1, C, carries -0.64; number 2, C, carries 0.13; number 3, C, carries -0.31; number 4, C, carries 0.06; number 5, N, carries -0.83; number 6, C, carries -0.11; number 7, N, carries -0.51; number 8, H, carries 0.22; number 9, H, carries 0.23; number 10, H, carries 0.21; number 11, H, carries 0.23; number 12, H, carries 0.36; number 13, H, carries 0.36; number 14, H, carries 0.21; number 15, H, carries 0.40